Record 1
31
Properties=species:S:1:pos:R:3 method="wB97M-V/def2-TZVPD" s2=0.768 spin_multiplicity=2 e_tot_ha=-1797.47679 charge=-1 homo_lumo_gap_ev="4.87 / 7.51"
C 1.30 -1.70 -1.03
C 0.05 -1.88 -1.49
C -0.80 -3.05 -1.13
O -1.89 -3.34 -1.50
C -0.10 -4.01 -0.24
C 1.12 -3.82 0.22
C 1.98 -2.58 -0.09
O 3.07 -2.40 0.42
O 1.76 -4.82 0.92
O -0.49 -0.97 -2.40
H 1.87 -0.83 -1.31
H -0.61 -4.91 0.07
H 2.64 -4.48 1.10
H -1.31 -1.32 -2.76
O 2.62 0.66 2.48
H 2.66 0.56 3.43
H 3.08 -0.10 2.14
O 1.54 5.14 0.54
H 2.04 5.67 -0.08
H 1.16 4.45 0.01
O -1.72 5.13 -0.10
H -1.49 4.84 0.78
H -1.75 6.09 -0.03
O -5.01 0.91 -0.77
H -4.84 1.69 -0.25
H -4.19 0.42 -0.77
C -0.43 0.82 0.38
Cl -0.11 2.56 0.58
Cl -2.16 0.44 0.29
H -0.04 0.54 -0.60
H 0.07 0.29 1.19

Record 2
67
Properties=species:S:1:pos:R:3 method="wB97M-V/def2-TZVPD" de_lowest_kj_mol=87.7 e_tot_ha=-3243.54462 charge=+1 homo_lumo_gap_ev=8.58
Na -0.32 0.25 -0.13
C 2.54 -1.60 -2.20
C 3.43 -0.50 -1.65
S 2.50 0.84 -0.82
C 3.35 0.99 0.78
C 3.27 -0.21 1.71
S 1.56 -0.80 1.95
C 1.74 -2.59 1.64
C 2.21 -3.00 0.26
S 1.25 -2.24 -1.09
H 3.17 -2.44 -2.52
H 1.97 -1.24 -3.06
H 3.97 -0.04 -2.47
H 4.15 -0.88 -0.92
H 2.87 1.85 1.25
H 4.40 1.23 0.58
H 3.67 0.06 2.69
H 3.84 -1.06 1.33
H 0.74 -2.97 1.83
H 2.42 -2.98 2.40
H 2.11 -4.08 0.17
H 3.26 -2.74 0.08
C -3.15 -0.23 3.25
P -2.17 0.33 1.81
C -1.53 1.92 2.47
C -3.49 0.92 0.70
C -4.38 1.91 1.12
C -5.38 2.36 0.28
C -5.52 1.81 -0.98
C -4.66 0.81 -1.40
C -3.63 0.37 -0.57
P -2.50 -0.97 -1.10
C -3.71 -2.32 -1.36
C -2.17 -0.55 -2.86
H -3.86 0.54 3.56
H -2.47 -0.45 4.07
H -3.69 -1.14 2.99
H -2.28 2.48 3.02
H -1.15 2.52 1.64
H -0.70 1.68 3.14
H -4.29 2.33 2.11
H -6.05 3.14 0.61
H -6.30 2.16 -1.65
H -4.79 0.38 -2.38
H -4.51 -2.00 -2.02
H -4.12 -2.63 -0.39
H -3.17 -3.17 -1.80
H -3.08 -0.34 -3.42
H -1.66 -1.41 -3.30
H -1.51 0.32 -2.92
C -1.72 4.98 -1.68
Te -0.66 3.09 -1.68
C 0.75 4.20 -0.50
C 0.54 5.64 -0.86
C 1.52 6.60 -0.61
C 1.30 7.92 -0.97
C 0.10 8.29 -1.56
C -0.88 7.34 -1.79
C -0.66 6.01 -1.44
H -2.47 4.99 -0.89
H -2.23 5.14 -2.63
H 1.76 3.88 -0.73
H 0.57 4.05 0.56
H 2.45 6.31 -0.15
H 2.06 8.66 -0.78
H -0.07 9.31 -1.84
H -1.82 7.62 -2.24

Record 3
70
Properties=species:S:1:pos:R:3 method="wB97M-V/def2-TZVPD" de_lowest_kj_mol=0.0 e_tot_ha=-4709.26285 charge=-1 homo_lumo_gap_ev=1.19
C -0.55 -1.01 3.71
C -1.15 0.34 3.11
P -0.96 0.45 1.23
C -0.59 2.24 0.72
B -2.74 0.11 0.43
F -2.66 0.49 -1.00
C -3.84 1.09 1.07
N -5.23 0.58 1.14
C -5.74 0.53 2.52
P -3.18 -1.79 0.50
C -1.59 -2.69 0.09
C -3.81 -2.33 2.21
H -0.14 -1.67 2.95
H 0.21 -0.77 4.45
H -1.32 -1.53 4.25
H -2.17 0.39 3.45
H -0.58 1.18 3.58
H -1.37 2.87 1.14
H -0.77 2.24 -0.35
H 0.41 2.59 0.96
H -3.81 1.92 0.36
H -3.56 1.53 2.02
H -5.80 1.30 0.72
H -6.45 1.32 2.74
H -6.30 -0.40 2.63
H -4.95 0.51 3.25
H -1.81 -3.45 -0.66
H -0.85 -2.03 -0.33
H -1.15 -3.19 0.94
H -3.43 -1.73 3.01
H -3.50 -3.38 2.43
H -4.92 -2.35 2.17
Al -3.88 2.25 -1.70
C -1.31 4.11 -3.96
O -2.46 4.67 -3.61
H -1.09 3.08 -3.57
H -1.13 3.99 -5.05
H -0.35 4.67 -3.66
O -1.63 -4.65 -2.90
P -2.48 -5.85 -2.37
O -3.10 -5.47 -1.00
O -1.59 -7.08 -2.20
O -3.61 -6.15 -3.40
Ca 1.43 0.49 2.32
O 3.49 -0.85 1.74
C 4.45 -1.74 2.22
C 4.46 -3.17 1.44
O 5.39 -3.92 1.98
H 4.35 -1.97 3.30
H 5.51 -1.36 2.15
H 4.58 -2.91 0.37
H 3.41 -3.52 1.52
Li 4.67 0.36 3.06
Na -3.68 -4.66 -4.61
K -4.58 -4.17 0.48
C 7.40 -0.18 -0.40
C 6.34 0.89 -0.50
O 5.69 1.23 0.46
C 6.12 1.51 -1.86
H 7.45 -0.54 0.63
H 7.15 -1.01 -1.05
H 8.37 0.23 -0.67
H 5.82 0.74 -2.57
H 7.04 1.99 -2.20
H 5.33 2.25 -1.79
O 0.84 7.81 -4.82
S 1.35 6.69 -5.61
O 1.47 5.48 -4.74
O 2.69 6.99 -6.13
O 0.42 6.39 -6.71